(P)
Entry from the OMol25 dataset: C4H5N3 in the gas phase (ωB97M-V with the def2-TZVPD basis set).

Its highest occupied orbital energy is -7.77 eV. Its charge is 0.

Each atom is followed by the atoms it is bonded to, with distances in Å.
Element x y z (Å)
1 N -0.434 2.200 -0.638  C2 1.332, H8 1.007, H9 1.016
2 C 0.526 1.573 0.041  N1 1.332, N3 1.305
3 N 0.193 0.812 1.047  C2 1.305, C4 1.270
4 C 0.191 -0.421 1.353  N3 1.270, C5 1.489, H10 1.091
5 C 0.393 -1.520 0.369  C4 1.489, C6 1.447, N7 1.537, H11 1.091
6 C -0.176 -1.546 -0.961  C5 1.447, N7 1.251, H12 1.084
7 N 1.007 -1.141 -0.988  C5 1.537, C6 1.251
8 H -0.153 2.860 -1.344  N1 1.007
9 H -1.430 2.128 -0.451  N1 1.016
10 H 0.129 -0.701 2.406  C4 1.091
11 H 0.737 -2.458 0.810  C5 1.091
12 H -0.982 -1.785 -1.645  C6 1.084

These are the natural (NBO) partial charges, in e, on atoms 1 to 4: -0.80, 0.24, -0.42, 0.04

---

(Q)
Entry from the OMol25 dataset: C4H5N3 in the gas phase (ωB97M-V with the def2-TZVPD basis set).

Its highest occupied orbital energy (alpha / beta) is -8.59 / -9.41 eV. Its charge is 0.

Each atom is followed by the atoms it is bonded to, with distances in Å.
Element x y z (Å)
1 N -1.284 -2.272 -1.205  C2 1.161
2 C -1.102 -1.178 -0.860  N1 1.161, C3 1.421
3 C -1.160 0.181 -0.451  C2 1.421, C4 1.450, H8 1.083
4 C -0.515 0.910 0.624  C3 1.450, N5 1.357, H9 1.097, H10 1.174
5 N 0.727 0.814 1.162  C4 1.357, C6 1.352
6 C 1.608 0.084 0.443  N5 1.352, N7 1.293, H11 1.097
7 N 1.312 -0.477 -0.684  C6 1.293, H12 1.015
8 H -2.064 0.658 -0.810  C3 1.083
9 H -0.963 1.906 0.732  C4 1.097
10 H -1.277 0.263 1.239  C4 1.174
11 H 2.605 0.039 0.898  C6 1.097
12 H 2.105 -0.937 -1.118  N7 1.015

These are the natural (NBO) partial charges, in e, on atoms 1 to 4: -0.27, 0.23, -0.15, -0.27

---

Which of them is most stable, and which least? Most stable: (P); least stable: (Q).